# 1
{"formula": "C5H10BrN4", "method": "wB97M-V/def2-TZVPD", "total_charge": 1, "lumo_energy_ev": -5.231, "homo_lumo_gap_ev": 10.39, "multiplicity": 1, "smiles": "CC[C@@H](C)n1cnn[n+]1Br", "homo_ev": -15.62, "e_above_lowest_kj_mol": 225.1, "elements": ["C", "C", "C", "C", "N", "C", "N", "N", "N", "Br", "H", "H", "H", "H", "H", "H", "H", "H", "H", "H"], "positions_angstrom": [[-0.903, 0.912, -1.698], [-0.433, -0.519, -1.358], [0.553, -0.624, -0.200], [1.719, 0.346, -0.377], [-0.168, -0.371, 1.073], [-1.447, -0.048, 1.309], [-1.666, 0.041, 2.613], [-0.523, -0.207, 3.214], [0.358, -0.480, 2.300], [2.045, -1.030, 2.807], [-0.941, 1.545, -0.812], [-1.904, 0.901, -2.112], [-0.229, 1.397, -2.392], [-1.304, -1.148, -1.189], [0.062, -0.921, -2.234], [0.914, -1.649, -0.166], [2.104, 0.235, -1.384], [2.537, 0.159, 0.306], [1.382, 1.365, -0.219], [-2.157, 0.096, 0.518]]}

# 2
{"formula": "C12H14I2N2Sr", "method": "wB97M-V/def2-TZVPD", "total_charge": 0, "lumo_energy_ev": -1.046, "homo_lumo_gap_ev": 6.64, "multiplicity": 1, "homo_ev": -7.69, "e_above_lowest_kj_mol": 0.0, "elements": ["C", "C", "H", "H", "H", "H", "H", "H", "C", "C", "C", "C", "H", "H", "H", "H", "N", "C", "C", "N", "C", "C", "C", "H", "H", "C", "H", "H", "Sr", "I", "I"], "positions_angstrom": [[3.516, 4.145, 1.815], [4.689, 3.237, 1.454], [3.235, 4.768, 0.974], [3.817, 4.827, 2.603], [2.635, 3.618, 2.154], [4.413, 2.440, 0.749], [5.475, 3.819, 0.983], [5.133, 2.782, 2.334], [-2.771, 1.027, -0.008], [-4.002, 0.966, -0.668], [-4.263, -0.131, -1.494], [-3.290, -1.126, -1.621], [-2.509, 1.844, 0.680], [-4.728, 1.767, -0.534], [-5.213, -0.222, -2.032], [-3.457, -2.000, -2.235], [-1.818, 0.088, -0.171], [-2.057, -0.997, -0.948], [-0.970, -2.008, -1.012], [0.152, -1.734, -0.295], [1.144, -2.645, -0.256], [-0.030, -4.112, -1.751], [1.106, -3.837, -0.985], [1.986, -2.383, 0.391], [1.949, -4.522, -0.942], [-1.083, -3.199, -1.756], [-1.996, -3.378, -2.317], [-0.103, -5.026, -2.336], [0.390, 0.363, 1.335], [-0.230, 3.148, 2.522], [-1.121, -1.517, 3.368]]}

# 3
{"formula": "H6IO3", "method": "wB97M-V/def2-TZVPD", "total_charge": -1, "lumo_energy_ev": 3.691, "homo_lumo_gap_ev": 7.91, "multiplicity": 1, "homo_ev": -4.22, "e_above_lowest_kj_mol": 168.1, "elements": ["I", "O", "H", "H", "O", "H", "H", "O", "H", "H"], "positions_angstrom": [[-0.548, -0.052, -0.361], [-3.420, -0.280, -1.204], [-3.880, 0.544, -1.368], [-2.576, -0.014, -0.838], [1.383, 0.493, 1.732], [1.396, 1.319, 2.217], [0.564, 0.518, 1.237], [2.433, -0.834, -0.089], [3.048, -1.020, -0.798], [1.599, -0.674, -0.529]]}

# 4
{"formula": "C21H21F6IN7O7S4TaTe4", "method": "wB97M-V/def2-TZVPD", "total_charge": 0, "lumo_energy_ev": -1.398, "homo_lumo_gap_ev": 6.01, "multiplicity": 1, "homo_ev": -7.41, "e_above_lowest_kj_mol": 0.0, "elements": ["Ta", "S", "C", "N", "C", "C", "C", "C", "C", "C", "S", "H", "H", "H", "H", "Te", "Te", "Te", "Te", "C", "N", "C", "C", "C", "O", "N", "C", "O", "H", "H", "H", "H", "H", "I", "C", "C", "N", "N", "C", "H", "H", "H", "C", "N", "C", "C", "C", "O", "H", "H", "H", "H", "H", "H", "H", "H", "H", "F", "C", "F", "F", "S", "O", "O", "N", "S", "O", "O", "C", "F", "F", "F"], "positions_angstrom": [[-0.137, -0.197, -0.389], [-2.526, 0.342, -0.988], [-2.739, -1.218, -0.298], [-1.755, -1.707, 0.416], [-2.018, -3.042, 0.793], [-1.254, -3.884, 1.597], [-1.710, -5.159, 1.863], [-2.921, -5.622, 1.349], [-3.702, -4.800, 0.564], [-3.238, -3.518, 0.295], [-4.036, -2.289, -0.641], [-0.317, -3.537, 1.993], [-1.113, -5.814, 2.484], [-3.255, -6.626, 1.571], [-4.649, -5.141, 0.168], [1.387, -1.282, 1.731], [0.411, -0.475, 4.116], [0.627, 2.108, 3.326], [-1.224, 1.562, 1.377], [3.844, 3.990, 0.037], [3.337, 2.666, -0.316], [4.188, 1.697, -0.741], [3.776, 0.455, -1.072], [2.390, 0.228, -0.933], [1.801, -0.904, -1.056], [1.533, 1.200, -0.567], [1.951, 2.473, -0.252], [1.222, 3.380, 0.084], [3.852, 4.649, -0.833], [4.853, 3.887, 0.428], [3.199, 4.419, 0.796], [5.231, 1.984, -0.780], [4.441, -0.325, -1.399], [2.868, -6.936, -3.147], [2.271, -5.588, -1.710], [2.786, -5.449, -0.444], [2.081, -4.452, 0.131], [1.156, -3.932, -0.681], [1.254, -4.618, -1.804], [3.577, -5.970, 0.066], [2.213, -4.031, 1.036], [0.614, -4.392, -2.643], [0.210, 5.946, -2.198], [-0.732, 4.872, -1.952], [-1.627, 5.045, -0.820], [-0.504, 3.601, -2.376], [0.569, 3.394, -3.419], [-1.183, 2.666, -1.971], [-0.302, 6.899, -2.073], [0.591, 5.905, -3.215], [1.052, 5.910, -1.499], [-1.971, 6.078, -0.797], [-1.120, 4.809, 0.120], [-2.480, 4.380, -0.924], [0.320, 3.924, -4.340], [0.647, 2.332, -3.629], [1.532, 3.771, -3.072], [-1.043, -0.513, -5.422], [-1.446, -1.213, -4.368], [-2.559, -0.691, -3.888], [-1.666, -2.472, -4.723], [-0.077, -1.179, -3.124], [0.080, 0.214, -2.713], [-0.575, -1.909, -1.949], [1.049, -1.895, -3.842], [2.385, -1.277, -4.490], [2.319, -1.311, -5.911], [2.845, -0.103, -3.811], [3.535, -2.637, -4.009], [4.740, -2.358, -4.510], [3.635, -2.727, -2.686], [3.120, -3.799, -4.495]]}

# 5
{"formula": "C16H38GeN3O2PtSSi3", "method": "wB97M-V/def2-TZVPD", "s_squared": 0.758, "total_charge": 4, "lumo_energy_ev": [-13.427, -13.173], "homo_lumo_gap_ev": [5.29, 6.10], "multiplicity": 2, "homo_ev": [-18.72, -19.27], "e_above_lowest_kj_mol": 220.7, "elements": ["Pt", "C", "O", "C", "O", "N", "N", "H", "H", "H", "H", "H", "H", "C", "Si", "C", "C", "Ge", "Si", "C", "C", "C", "Si", "C", "C", "C", "H", "H", "H", "H", "H", "H", "H", "H", "H", "H", "H", "H", "H", "H", "H", "H", "H", "H", "H", "H", "H", "H", "H", "H", "H", "H", "H", "S", "C", "N", "C", "C", "C", "C", "H", "H", "H", "H", "H"], "positions_angstrom": [[0.802, 1.369, -0.600], [5.211, -0.690, -1.059], [4.689, 0.449, -1.807], [3.464, 0.831, -1.715], [2.586, 0.240, -1.017], [3.202, 1.936, -2.435], [1.884, 2.412, -2.494], [5.930, -1.157, -1.723], [4.403, -1.370, -0.806], [5.703, -0.301, -0.173], [3.944, 2.394, -2.952], [1.482, 2.141, -3.390], [1.858, 3.427, -2.430], [1.483, -3.455, -2.129], [-0.206, -3.018, -2.687], [-1.635, -3.991, -2.087], [-0.407, -1.982, -4.187], [-0.475, -0.492, -0.490], [0.510, -1.724, 2.256], [-0.111, -0.358, 3.316], [-0.522, -3.242, 2.152], [2.314, -1.842, 1.926], [-3.659, 0.346, -0.720], [-3.665, 1.675, 0.538], [-3.606, 0.820, -2.493], [-4.365, -1.284, -0.252], [1.916, -4.054, -2.944], [1.491, -4.065, -1.226], [2.131, -2.585, -2.003], [-1.509, -4.990, -2.533], [-2.591, -3.604, -2.436], [-1.654, -4.139, -1.007], [-1.041, -2.549, -4.880], [0.547, -1.776, -4.672], [-0.928, -1.039, -4.007], [-1.178, -0.441, 3.525], [0.112, 0.628, 2.913], [0.423, -0.456, 4.270], [-1.585, -3.043, 2.017], [-0.422, -3.726, 3.136], [-0.173, -3.958, 1.410], [2.689, -0.999, 1.344], [2.581, -2.777, 1.435], [2.819, -1.818, 2.900], [-2.756, 2.280, 0.525], [-3.859, 1.295, 1.540], [-4.492, 2.341, 0.258], [-2.835, 1.558, -2.715], [-4.570, 1.306, -2.700], [-3.525, -0.030, -3.168], [-4.246, -1.523, 0.804], [-4.032, -2.116, -0.869], [-5.446, -1.176, -0.433], [-0.307, 3.168, 0.147], [-0.024, 3.503, 1.861], [-0.935, 4.343, 2.409], [-0.829, 4.869, 3.646], [0.244, 4.538, 4.435], [1.200, 3.672, 3.916], [1.071, 3.157, 2.630], [-1.725, 4.627, 1.838], [-1.618, 5.544, 3.949], [0.337, 4.964, 5.423], [2.070, 3.416, 4.508], [1.837, 2.522, 2.210]]}

# 6
{"formula": "C12H20O10Tl", "method": "wB97M-V/def2-TZVPD", "total_charge": 1, "lumo_energy_ev": -7.415, "homo_lumo_gap_ev": 4.70, "multiplicity": 1, "homo_ev": -12.11, "e_above_lowest_kj_mol": 265.2, "elements": ["Tl", "C", "C", "C", "O", "C", "C", "C", "O", "O", "O", "H", "H", "C", "C", "O", "O", "H", "H", "H", "H", "H", "H", "C", "C", "O", "O", "H", "H", "H", "H", "H", "H", "C", "C", "O", "O", "H", "H", "H", "H", "H", "H"], "positions_angstrom": [[0.625, -0.320, 0.294], [3.481, 3.487, 2.079], [2.382, 2.610, 1.607], [0.947, 3.329, 1.197], [0.043, 2.623, 0.763], [0.825, 4.755, 1.508], [1.908, 5.495, 1.851], [3.232, 4.824, 2.119], [4.375, 5.459, 2.240], [1.598, 6.741, 2.101], [2.583, 1.405, 1.419], [4.482, 3.087, 2.155], [-0.137, 5.244, 1.483], [-2.571, -1.792, 1.736], [-2.998, -0.272, 1.612], [-2.219, 0.462, 0.662], [-1.193, -2.022, 2.108], [-2.866, -2.367, 0.858], [-3.179, -2.193, 2.547], [-3.064, 0.171, 2.606], [-4.057, -0.298, 1.357], [-2.633, 1.296, 0.429], [-1.139, -2.958, 2.315], [1.408, -3.302, -2.024], [1.848, -3.791, -0.574], [1.163, -3.205, 0.542], [1.607, -1.927, -2.170], [0.380, -3.542, -2.295], [2.070, -3.868, -2.680], [2.892, -3.646, -0.296], [1.676, -4.863, -0.476], [1.373, -3.629, 1.378], [1.795, -1.696, -3.082], [-1.852, 0.247, -2.806], [-1.668, -1.325, -2.667], [-1.458, -1.773, -1.354], [-0.856, 0.872, -2.023], [-2.824, 0.580, -2.444], [-1.913, 0.574, -3.844], [-0.946, -1.790, -3.339], [-2.622, -1.699, -3.038], [-1.901, -2.624, -1.319], [-0.595, 1.642, -2.535]]}

# 7
{"formula": "C10H21NO2", "method": "wB97M-V/def2-TZVPD", "total_charge": 0, "lumo_energy_ev": 0.822, "homo_lumo_gap_ev": 9.98, "multiplicity": 1, "smiles": "CCC[C@@H](N)CCCCCC(=O)O", "homo_ev": -9.16, "e_above_lowest_kj_mol": 10.2, "elements": ["C", "C", "C", "C", "N", "C", "C", "C", "C", "C", "C", "O", "O", "H", "H", "H", "H", "H", "H", "H", "H", "H", "H", "H", "H", "H", "H", "H", "H", "H", "H", "H", "H", "H"], "positions_angstrom": [[-4.828, -0.311, -0.068], [-3.623, -1.042, 0.517], [-2.469, -1.209, -0.482], [-1.395, -0.098, -0.460], [-1.898, 1.250, -0.672], [-0.582, -0.119, 0.840], [0.630, 0.812, 0.788], [1.788, 0.239, -0.024], [2.981, 1.191, -0.047], [4.151, 0.623, -0.861], [4.701, -0.623, -0.216], [4.655, -1.733, -0.674], [5.271, -0.362, 0.969], [-5.214, -0.848, -0.933], [-4.573, 0.699, -0.382], [-5.623, -0.243, 0.672], [-3.952, -2.032, 0.840], [-3.274, -0.515, 1.407], [-2.886, -1.269, -1.491], [-1.958, -2.154, -0.289], [-0.714, -0.305, -1.295], [-2.506, 1.519, 0.094], [-2.433, 1.296, -1.532], [-0.253, -1.140, 1.042], [-1.226, 0.195, 1.664], [0.977, 1.001, 1.807], [0.313, 1.762, 0.355], [2.093, -0.719, 0.404], [1.464, 0.052, -1.048], [3.320, 1.386, 0.972], [2.676, 2.141, -0.489], [3.827, 0.374, -1.871], [4.953, 1.361, -0.906], [5.606, -1.180, 1.369]]}

# 8
{"formula": "C22H46N5O3PSi", "method": "wB97M-V/def2-TZVPD", "total_charge": 0, "lumo_energy_ev": 0.164, "homo_lumo_gap_ev": 8.29, "multiplicity": 1, "smiles": "CCCN[Si@@](CCN)(COc1cc(C)ccc1C(C)C)[PH2]=N.CNC(C)=O.CNC(C)=O", "homo_ev": -8.13, "elements": ["C", "C", "C", "N", "Si", "C", "C", "N", "C", "O", "C", "C", "C", "C", "C", "C", "C", "C", "C", "C", "P", "N", "H", "H", "H", "H", "H", "H", "H", "H", "H", "H", "H", "H", "H", "H", "H", "H", "H", "H", "H", "H", "H", "H", "H", "H", "H", "H", "H", "H", "H", "H", "H", "H", "C", "N", "C", "C", "O", "H", "H", "H", "H", "H", "H", "H", "C", "N", "C", "C", "O", "H", "H", "H", "H", "H", "H", "H"], "positions_angstrom": [[2.797, -5.474, -0.038], [2.096, -4.949, -1.412], [2.776, -3.621, -2.008], [1.816, -2.521, -2.345], [1.341, -1.523, -0.943], [0.787, 0.234, -1.580], [0.890, 1.351, -0.395], [0.282, 0.886, 0.897], [-0.228, -2.231, -0.036], [-1.375, -2.125, -0.962], [-2.554, -2.654, -0.356], [-2.621, -4.136, 0.176], [-3.856, -4.756, 0.863], [-3.842, -6.258, 1.393], [-5.119, -3.881, 1.049], [-5.152, -2.432, 0.514], [-3.880, -1.827, -0.183], [-3.919, -0.330, -0.739], [-4.703, -0.375, -2.171], [-4.694, 0.716, 0.214], [3.009, -1.119, 0.487], [3.441, -2.473, 1.249], [2.516, -6.583, 0.144], [3.946, -5.467, -0.110], [2.437, -4.908, 0.886], [0.957, -4.884, -1.300], [2.279, -5.806, -2.169], [3.275, -3.929, -3.006], [3.631, -3.326, -1.311], [2.251, -1.874, -3.024], [-0.290, 0.179, -1.961], [1.544, 0.542, -2.392], [1.992, 1.628, -0.191], [0.346, 2.329, -0.680], [-0.675, 1.248, 1.029], [0.895, 1.280, 1.635], [-0.039, -3.334, 0.205], [-0.489, -1.622, 0.900], [-1.700, -4.809, 0.057], [-2.754, -6.618, 1.548], [-4.299, -7.013, 0.647], [-4.427, -6.331, 2.370], [-6.053, -4.271, 1.577], [-6.084, -1.765, 0.614], [-2.840, 0.031, -0.909], [-4.357, -1.310, -2.731], [-5.832, -0.461, -1.968], [-4.461, 0.554, -2.810], [-3.922, 1.302, 0.830], [-5.416, 0.234, 0.953], [-5.240, 1.479, -0.449], [4.102, -0.596, -0.316], [2.649, -0.138, 1.483], [4.438, -2.642, 0.996], [4.504, 2.427, 3.301], [3.255, 3.158, 3.294], [3.052, 4.476, 3.012], [4.253, 5.310, 2.659], [1.922, 4.944, 3.051], [4.425, 1.610, 2.581], [4.650, 2.012, 4.301], [5.354, 3.055, 3.043], [2.405, 2.660, 3.522], [3.938, 6.335, 2.461], [4.960, 5.321, 3.492], [4.733, 4.916, 1.760], [0.021, 5.726, -0.207], [-0.170, 6.732, -1.230], [-0.415, 6.546, -2.557], [-0.506, 5.130, -3.060], [-0.554, 7.509, -3.297], [-0.742, 5.869, 0.560], [1.007, 5.872, 0.238], [-0.050, 4.715, -0.603], [-0.123, 7.705, -0.962], [-0.704, 5.138, -4.132], [0.439, 4.609, -2.887], [-1.324, 4.606, -2.561]]}